Arrangement w

A 5-piece molecular cluster, C32H72N5O3 overall, computed with ωB97M-V/def2-TZVPD.

Summary:
HOMO energy in eV: -10.611
Charge: +3
Kohn-Sham gap in eV: 6.141

Positions of all 112 atoms, in Å:
1 N -0.28 -1.61 1.95
2 O 0.25 -0.56 1.74
3 O 0.05 -2.59 1.32
4 O -1.19 -1.69 2.81
5 C -5.94 1.45 -0.21
6 C -7.39 0.93 -0.04
7 C -7.43 -0.42 0.63
8 N -8.75 -0.73 1.26
9 C -8.89 -0.05 2.56
10 C -9.05 -2.29 1.47
11 C -10.53 -2.48 1.25
12 C -11.14 -1.23 0.67
13 C -9.99 -0.30 0.37
14 H -5.59 2.02 0.65
15 H -5.96 2.15 -1.05
16 H -5.16 0.75 -0.50
17 H -7.93 0.72 -0.96
18 H -8.03 1.70 0.40
19 H -6.74 -0.68 1.43
20 H -7.21 -1.25 -0.04
21 H -8.09 -0.38 3.23
22 H -9.86 -0.28 2.98
23 H -8.81 1.03 2.47
24 H -8.48 -2.70 2.31
25 H -8.62 -2.71 0.56
26 H -11.05 -2.71 2.18
27 H -10.85 -3.26 0.56
28 H -11.87 -0.71 1.28
29 H -11.81 -1.44 -0.16
30 H -10.21 0.76 0.40
31 H -9.71 -0.66 -0.62
32 C 4.93 3.63 -0.88
33 C 5.00 5.13 -1.26
34 C 3.73 5.62 -2.02
35 N 4.02 6.96 -2.75
36 C 5.22 6.99 -3.76
37 C 2.68 7.31 -3.46
38 C 1.72 7.87 -2.41
39 C 2.54 8.42 -1.28
40 C 4.07 8.17 -1.76
41 H 5.65 3.27 -0.14
42 H 5.03 3.02 -1.78
43 H 3.96 3.32 -0.47
44 H 5.74 5.35 -2.03
45 H 5.04 5.81 -0.41
46 H 2.84 5.53 -1.40
47 H 3.48 4.94 -2.83
48 H 6.17 6.92 -3.24
49 H 5.21 7.93 -4.32
50 H 5.06 6.16 -4.45
51 H 3.06 8.02 -4.19
52 H 2.24 6.44 -3.95
53 H 1.18 8.74 -2.79
54 H 1.08 7.03 -2.15
55 H 2.40 9.49 -1.36
56 H 2.22 8.05 -0.30
57 H 4.41 9.05 -2.31
58 H 4.72 8.02 -0.89
59 C 3.53 -4.09 -5.27
60 C 2.10 -3.73 -5.65
61 C 0.98 -4.42 -4.89
62 N -0.47 -3.91 -5.17
63 C -0.54 -2.41 -4.72
64 C -1.53 -4.67 -4.45
65 C -1.68 -5.91 -5.38
66 C -1.38 -5.42 -6.79
67 C -1.01 -4.00 -6.65
68 H 4.20 -3.58 -5.96
69 H 3.72 -5.15 -5.46
70 H 3.86 -3.80 -4.28
71 H 2.01 -4.20 -6.63
72 H 2.03 -2.65 -5.81
73 H 1.14 -4.58 -3.82
74 H 0.99 -5.45 -5.22
75 H 0.08 -1.82 -5.40
76 H -0.13 -2.51 -3.72
77 H -1.57 -2.06 -4.69
78 H -2.45 -4.08 -4.45
79 H -1.08 -4.86 -3.47
80 H -2.71 -6.28 -5.31
81 H -1.09 -6.75 -5.02
82 H -2.26 -5.50 -7.43
83 H -0.47 -5.92 -7.13
84 H -1.92 -3.41 -6.69
85 H -0.22 -3.56 -7.27
86 C 7.16 -2.18 3.69
87 C 6.60 -2.29 5.13
88 C 5.31 -1.45 5.42
89 N 4.66 -1.46 6.89
90 C 5.73 -1.45 8.02
91 C 3.64 -2.63 7.07
92 C 2.50 -2.07 8.00
93 C 2.65 -0.60 7.98
94 C 3.66 -0.33 6.86
95 H 8.00 -1.51 3.59
96 H 6.52 -1.94 2.84
97 H 7.60 -3.12 3.36
98 H 7.35 -1.91 5.83
99 H 6.40 -3.32 5.43
100 H 4.49 -1.60 4.71
101 H 5.51 -0.40 5.20
102 H 6.09 -0.43 8.12
103 H 6.54 -2.14 7.74
104 H 5.19 -1.55 8.96
105 H 4.14 -3.57 7.32
106 H 3.14 -2.68 6.10
107 H 2.48 -2.35 9.05
108 H 1.51 -2.31 7.62
109 H 2.97 -0.20 8.95
110 H 1.70 -0.13 7.74
111 H 4.12 0.66 6.86
112 H 3.06 -0.35 5.96

***

Arrangement x

A 5-piece molecular cluster, C32H72N5O3 overall, computed with ωB97M-V/def2-TZVPD.

Summary:
HOMO energy in eV: -16.905
Charge: +3
Kohn-Sham gap in eV: 9.744

Positions of all 112 atoms, in Å:
1 N 0.51 1.27 0.50
2 O 0.06 0.19 0.19
3 O -0.24 1.98 1.18
4 O 1.63 1.61 0.28
5 C 0.07 -2.96 1.54
6 C 1.15 -1.87 1.68
7 C 0.67 -0.83 2.78
8 N 1.70 0.05 3.51
9 C 2.50 -0.79 4.48
10 C 0.94 1.13 4.36
11 C 0.92 2.43 3.63
12 C 2.30 2.49 3.03
13 C 2.59 0.97 2.61
14 H 0.39 -3.82 0.94
15 H -0.83 -2.54 1.08
16 H -0.01 -3.38 2.55
17 H 1.33 -1.53 0.67
18 H 2.08 -2.39 1.93
19 H 0.29 -1.47 3.57
20 H -0.13 -0.20 2.37
21 H 3.16 -0.08 4.96
22 H 3.14 -1.50 3.95
23 H 1.86 -1.23 5.25
24 H 1.45 1.19 5.33
25 H -0.09 0.76 4.44
26 H 0.70 3.30 4.24
27 H 0.17 2.46 2.84
28 H 3.05 2.79 3.75
29 H 2.30 3.24 2.24
30 H 3.60 0.58 2.69
31 H 2.15 0.91 1.61
32 C -1.10 3.70 2.81
33 C -2.21 2.73 2.17
34 C -2.02 1.31 2.71
35 N -2.90 0.30 1.94
36 C -2.14 0.00 0.57
37 C -4.34 0.74 1.63
38 C -5.15 -0.59 1.66
39 C -4.28 -1.76 2.10
40 C -3.03 -1.03 2.65
41 H -0.57 4.24 2.02
42 H -0.31 3.23 3.39
43 H -1.54 4.47 3.44
44 H -2.09 2.73 1.09
45 H -3.13 3.27 2.40
46 H -2.53 1.35 3.67
47 H -0.98 0.99 2.84
48 H -2.70 -0.82 0.12
49 H -1.14 -0.36 0.78
50 H -2.08 0.87 -0.08
51 H -4.19 1.11 0.61
52 H -4.72 1.46 2.35
53 H -5.63 -0.73 0.69
54 H -6.00 -0.38 2.32
55 H -3.99 -2.22 1.16
56 H -4.63 -2.53 2.79
57 H -2.12 -1.62 2.53
58 H -3.16 -0.77 3.70
59 C -0.58 4.24 -1.14
60 C -0.75 2.95 -2.06
61 C -1.40 1.75 -1.39
62 N -1.24 0.50 -2.17
63 C 0.21 0.04 -2.41
64 C -1.94 0.62 -3.55
65 C -2.29 -0.77 -3.91
66 C -2.40 -1.49 -2.59
67 C -2.05 -0.60 -1.46
68 H -0.23 5.02 -1.81
69 H 0.25 4.21 -0.43
70 H -1.51 4.58 -0.68
71 H 0.27 2.77 -2.42
72 H -1.30 3.20 -2.96
73 H -2.44 1.99 -1.18
74 H -0.89 1.52 -0.45
75 H 0.57 -0.23 -1.42
76 H 0.71 0.76 -3.06
77 H 0.15 -0.84 -3.06
78 H -1.21 1.07 -4.21
79 H -2.91 1.11 -3.41
80 H -1.50 -1.19 -4.53
81 H -3.21 -0.79 -4.50
82 H -1.89 -2.44 -2.49
83 H -3.46 -1.72 -2.44
84 H -1.49 -1.08 -0.65
85 H -2.96 -0.09 -1.13
86 C 2.34 -3.28 -6.01
87 C 3.06 -2.67 -4.83
88 C 2.28 -2.71 -3.48
89 N 2.90 -1.75 -2.45
90 C 4.22 -2.35 -1.98
91 C 1.88 -1.81 -1.24
92 C 2.19 -0.63 -0.39
93 C 2.74 0.41 -1.38
94 C 3.09 -0.27 -2.77
95 H 1.34 -2.87 -6.15
96 H 2.34 -4.35 -5.84
97 H 2.92 -3.04 -6.90
98 H 3.14 -1.64 -5.19
99 H 4.06 -3.08 -4.71
100 H 2.30 -3.69 -3.00
101 H 1.26 -2.40 -3.68
102 H 4.97 -2.30 -2.77
103 H 4.01 -3.39 -1.76
104 H 4.48 -1.82 -1.06
105 H 2.03 -2.80 -0.81
106 H 0.86 -1.76 -1.62
107 H 2.89 -0.90 0.40
108 H 1.30 -0.28 0.14
109 H 3.68 0.77 -0.95
110 H 2.05 1.23 -1.58
111 H 4.10 -0.08 -3.14
112 H 2.38 -0.11 -3.58

***

Bottom line: arrangement w, by a margin of 0.5415 hartree.

***

Arrangement w

A 20-piece molecular cluster, H40O20 overall, computed with ωB97M-V/def2-TZVPD.

Summary:
HOMO energy in eV: -10.630
Charge: 0
Kohn-Sham gap in eV: 10.299

Positions of all 60 atoms, in Å:
1 O 2.80 0.19 -0.82
2 H 3.06 -0.19 0.05
3 H 3.16 1.05 -0.52
4 O -0.29 3.65 3.85
5 H 0.12 4.11 4.58
6 H -0.28 2.77 4.26
7 O -0.95 0.40 3.90
8 H -0.92 -0.13 4.70
9 H -1.58 0.07 3.28
10 O -3.83 0.63 0.97
11 H -2.98 0.44 1.37
12 H -3.71 0.81 0.04
13 O -0.12 -3.17 1.34
14 H -0.19 -3.04 0.39
15 H -0.96 -3.42 1.71
16 O -2.15 0.10 -3.68
17 H -1.90 0.07 -2.76
18 H -1.30 0.31 -4.09
19 O 3.51 2.20 2.58
20 H 3.61 3.07 2.96
21 H 2.78 2.24 1.96
22 O 0.57 4.18 -1.17
23 H -0.19 3.80 -1.63
24 H 0.49 5.06 -1.55
25 O -2.17 2.56 0.10
26 H -2.85 2.75 0.76
27 H -1.64 3.36 0.24
28 O 3.31 2.19 -3.66
29 H 2.62 2.27 -2.99
30 H 3.49 1.25 -3.64
31 O -1.45 2.38 -2.30
32 H -0.68 1.96 -1.91
33 H -2.23 1.90 -2.04
34 O -1.57 -2.42 -1.17
35 H -1.32 -1.55 -1.51
36 H -1.90 -2.78 -2.00
37 O 4.52 -2.21 -1.16
38 H 5.23 -1.77 -1.63
39 H 4.11 -1.63 -0.52
40 O 0.08 0.22 -1.29
41 H -0.12 0.59 -0.42
42 H 1.03 0.03 -1.33
43 O -3.40 -4.21 0.82
44 H -3.60 -4.63 -0.02
45 H -2.58 -3.73 0.67
46 O 2.59 -1.07 4.31
47 H 2.96 -0.20 4.20
48 H 3.19 -1.82 4.29
49 O 0.76 1.75 1.23
50 H 0.81 1.28 2.07
51 H -0.09 2.19 1.26
52 O 0.31 -3.17 -3.63
53 H 0.30 -3.49 -2.72
54 H -0.10 -3.73 -4.29
55 O -5.11 -1.84 -0.32
56 H -4.37 -1.27 -0.53
57 H -5.36 -1.51 0.54
58 O 1.83 -2.91 -1.05
59 H 2.41 -2.18 -0.96
60 H 2.21 -3.77 -1.10

***

Arrangement x

A 20-piece molecular cluster, H40O20 overall, computed with ωB97M-V/def2-TZVPD.

Summary:
HOMO energy in eV: -10.411
Charge: 0
Kohn-Sham gap in eV: 10.178

Positions of all 60 atoms, in Å:
1 O -2.79 -0.88 0.82
2 H -2.30 -0.85 1.63
3 H -3.70 -1.05 1.07
4 O 1.18 -2.97 -1.66
5 H 0.78 -2.09 -1.74
6 H 1.42 -3.38 -2.49
7 O 0.42 -1.13 -4.20
8 H -0.17 -1.24 -4.96
9 H 0.86 -0.24 -4.38
10 O -4.42 0.97 1.70
11 H -3.61 1.29 1.23
12 H -4.37 1.26 2.60
13 O 0.75 -1.97 1.29
14 H 1.59 -1.73 1.59
15 H 0.86 -2.56 0.49
16 O 2.84 -0.93 3.09
17 H 3.62 -0.39 3.20
18 H 2.36 -0.87 3.91
19 O -0.28 1.08 2.05
20 H -0.46 1.59 2.84
21 H -0.02 0.16 2.30
22 O 1.00 2.29 -2.24
23 H 1.52 2.66 -2.96
24 H 1.21 2.94 -1.53
25 O 1.30 0.39 0.30
26 H 0.41 0.04 0.13
27 H 1.63 0.13 1.19
28 O -1.43 3.60 -2.61
29 H -0.66 3.02 -2.52
30 H -1.66 3.65 -1.65
31 O 5.08 -0.57 -3.18
32 H 4.30 -1.03 -3.48
33 H 5.30 -0.95 -2.34
34 O 4.20 -1.29 -0.01
35 H 3.74 -0.49 -0.50
36 H 5.00 -0.85 0.28
37 O -1.99 0.24 4.06
38 H -2.50 0.89 4.58
39 H -2.24 -0.66 4.29
40 O -0.34 -0.98 -1.18
41 H -0.55 -0.81 -2.07
42 H -1.13 -1.04 -0.61
43 O -2.55 1.83 -4.10
44 H -3.27 2.36 -3.71
45 H -1.94 2.25 -3.44
46 O 0.85 2.82 0.38
47 H 1.50 2.20 0.72
48 H 0.23 2.77 1.12
49 O 3.37 1.00 -1.25
50 H 3.51 0.81 -2.17
51 H 2.41 1.00 -0.81
52 O -2.23 2.13 0.02
53 H -1.60 1.76 0.67
54 H -2.27 1.59 -0.75
55 O -2.98 -2.38 4.12
56 H -3.56 -2.32 3.36
57 H -2.39 -3.13 3.73
58 O -2.05 -3.32 1.63
59 H -1.22 -3.70 1.30
60 H -2.56 -2.92 0.87

***

Bottom line: arrangement x, by a margin of 0.0183 hartree.